<one>
Here is 40 unconnected molecules or ions with the total composition H80O40 from the OMol25 dataset. Energies are from wB97M-V/def2-TZVPD.

## Properties
- HOMO level: -9.922 eV
- HOMO-LUMO gap: 9.21 eV
- Total charge: 0

Atoms and positions in Å:
1 H 5.07 3.31 1.95
2 H 4.23 3.67 3.29
3 O 4.67 4.00 2.58
4 H -2.52 -4.79 -2.37
5 H -2.56 -3.35 -2.83
6 O -2.60 -4.30 -3.09
7 H 2.52 -2.34 -1.79
8 H 2.19 -2.11 -0.25
9 O 2.09 -1.67 -1.09
10 H -4.48 4.26 -2.39
11 H -4.65 2.73 -1.83
12 O -3.98 3.48 -2.08
13 H -0.84 5.47 -0.20
14 H -0.20 5.74 1.04
15 O -1.00 5.80 0.65
16 H 1.72 1.85 3.03
17 O 1.76 2.82 2.82
18 H -3.44 -2.46 -2.06
19 O -4.21 -2.14 -2.57
20 H 0.50 -5.39 0.90
21 H 0.81 -4.02 1.84
22 O 0.79 -4.48 0.87
23 H -1.94 -3.50 3.26
24 H -3.42 -4.01 3.96
25 O -2.46 -3.94 4.08
26 H -1.69 0.46 -0.04
27 H -2.04 -1.06 -0.18
28 O -2.41 -0.13 -0.14
29 H 2.95 5.68 -0.67
30 H 4.09 4.65 -0.94
31 O 3.08 4.90 -1.22
32 H 4.07 -2.07 2.60
33 O 3.57 -2.03 1.74
34 H -3.10 -3.05 -0.11
35 H -1.59 -3.07 -0.41
36 O -2.49 -3.55 -0.62
37 H 1.77 -0.46 2.93
38 H 0.70 -0.18 3.85
39 O 1.14 0.26 3.32
40 H 4.33 2.66 -0.70
41 H 5.68 2.43 -0.22
42 O 5.06 3.08 -0.34
43 H 1.14 2.05 -4.14
44 H 1.37 3.16 -4.80
45 O 1.15 2.95 -3.84
46 H -3.99 -3.17 1.38
47 H -5.28 -2.76 1.97
48 O -4.80 -3.60 1.74
49 H -1.95 3.75 -2.07
50 H -2.25 2.77 -1.10
51 O -1.40 3.08 -1.59
52 H 0.04 1.87 0.07
53 O 0.11 1.20 0.76
54 H -4.64 0.02 -1.28
55 H -5.01 0.19 -2.52
56 O -5.45 0.51 -1.70
57 H 0.83 -0.68 0.90
58 O 0.25 -1.53 0.85
59 H -3.37 0.07 3.60
60 H -2.20 0.50 2.67
61 O -2.62 -0.36 2.98
62 H -1.72 5.15 4.18
63 H -1.01 3.91 3.53
64 O -1.06 4.82 3.46
65 H 3.09 0.34 0.82
66 H 1.88 0.43 -0.01
67 O 2.74 0.74 -0.02
68 H 0.52 -0.12 -6.20
69 H -0.91 -0.20 -5.44
70 O -0.33 0.44 -5.84
71 H 1.96 5.36 0.57
72 H 1.83 6.75 1.27
73 O 1.43 5.85 1.31
74 H 0.00 -4.48 -4.59
75 H 1.46 -4.45 -4.78
76 O 0.72 -3.87 -4.71
77 H -6.30 -1.12 1.71
78 H -5.58 0.19 1.49
79 O -5.48 -0.77 1.81
80 H -0.64 2.05 3.98
81 H -1.95 2.08 3.27
82 O -1.01 2.15 3.07
83 H 0.62 -2.69 4.68
84 H 1.97 -2.79 4.50
85 O 1.42 -2.09 4.83
86 H 6.00 -3.52 0.19
87 H 4.84 -2.92 -0.67
88 O 5.11 -3.60 0.03
89 H -0.34 -1.77 -1.63
90 O -1.08 -1.17 -1.93
91 H -2.84 -0.85 -4.10
92 H -4.07 -1.39 -4.78
93 O -3.20 -1.02 -4.96
94 H -0.33 1.37 1.51
95 H 0.86 3.13 3.01
96 H 0.25 -1.80 -0.01
97 H -4.70 -2.90 -2.71
98 H 4.22 -2.70 1.32
99 H -0.46 -0.41 -2.33
100 O 1.85 -3.88 -1.89
101 H 1.81 -4.07 -0.83
102 H 2.21 -4.81 -1.87
103 O -4.22 2.85 3.01
104 H -3.72 2.87 2.22
105 H -4.79 3.57 2.97
106 O -2.28 3.74 1.40
107 H -2.28 3.76 0.42
108 H -2.25 4.62 1.79
109 O 4.08 -1.96 -3.57
110 H 4.92 -1.75 -3.98
111 H 3.53 -1.39 -4.07
112 O 5.58 0.52 -3.94
113 H 5.31 0.59 -3.03
114 H 4.99 1.11 -4.32
115 O 0.10 -4.81 5.04
116 H 0.77 -4.82 4.30
117 H -0.77 -4.47 4.72
118 O 5.01 -0.86 -1.35
119 H 5.05 -1.46 -2.10
120 H 4.09 -0.63 -1.20

Atom charges from the Löwdin analysis, given in e for atoms 1 to 4: number 1, H, carries 0.05; number 2, H, carries -0.05; number 3, O, carries -0.06; number 4, H, carries -0.06

<two>
Here is 40 unconnected molecules or ions with the total composition H80O40 from the OMol25 dataset. Energies are from wB97M-V/def2-TZVPD.

## Properties
- HOMO level: -10.158 eV
- HOMO-LUMO gap: 9.67 eV
- Total charge: 0

Atoms and positions in Å:
1 H 1.91 1.36 2.07
2 H 0.67 0.91 1.33
3 O 1.47 0.56 1.74
4 H 4.48 1.41 -4.23
5 H 4.46 2.83 -3.80
6 O 4.11 2.26 -4.50
7 H -2.56 -3.10 -2.11
8 H -2.72 -1.65 -1.59
9 O -2.48 -2.55 -1.31
10 H 1.60 1.95 -0.80
11 H 0.59 3.00 -1.16
12 O 1.30 2.84 -0.51
13 H -2.14 -0.82 6.63
14 H -2.00 -0.38 5.17
15 O -2.16 -0.05 6.06
16 H 3.28 4.08 -1.45
17 O 3.97 4.74 -1.29
18 H -2.92 2.43 -0.57
19 O -2.44 1.59 -0.56
20 H -1.14 -0.73 -2.26
21 H -1.96 0.69 -2.54
22 O -1.94 -0.27 -2.51
23 H -1.57 3.07 5.62
24 H -0.44 3.96 5.28
25 O -0.88 3.16 4.95
26 H -0.18 2.74 -3.43
27 H -1.55 3.17 -3.25
28 O -0.82 2.82 -2.71
29 H 3.98 0.49 1.11
30 H 4.18 0.54 2.65
31 O 3.84 1.01 1.88
32 H -5.12 0.35 4.64
33 O -4.65 1.15 4.88
34 H -3.02 -3.88 -4.73
35 H -2.33 -2.66 -4.64
36 O -2.14 -3.58 -4.47
37 H 0.83 6.00 -0.37
38 H -0.37 5.34 -1.07
39 O 0.08 5.42 -0.23
40 H -0.77 -1.71 -0.44
41 H -0.84 -0.96 0.69
42 O -0.37 -0.88 -0.17
43 H 6.12 0.09 -0.39
44 H 5.27 -0.51 -1.31
45 O 5.18 0.13 -0.58
46 H 2.45 0.38 4.31
47 H 3.58 1.05 5.02
48 O 3.32 0.18 4.71
49 H 0.82 -2.79 0.36
50 H 2.07 -2.25 0.08
51 O 1.51 -2.94 -0.30
52 H -1.14 -5.56 2.13
53 O -1.89 -4.97 2.06
54 H 1.58 -5.22 -3.25
55 H 1.06 -5.36 -1.79
56 O 1.70 -4.91 -2.35
57 H 1.36 -3.65 3.63
58 O 0.72 -3.44 4.30
59 H -4.52 2.56 -2.44
60 H -4.03 3.69 -3.37
61 O -4.13 3.43 -2.45
62 H -6.33 -0.32 -0.27
63 H -5.22 -0.39 0.78
64 O -5.38 -0.25 -0.16
65 H -4.61 -1.81 -3.34
66 H -3.61 -0.93 -3.64
67 O -4.26 -1.42 -4.16
68 H 3.40 2.77 2.16
69 H 2.32 3.23 1.13
70 O 2.82 3.51 1.90
71 H -3.22 -1.90 0.94
72 H -2.37 -3.26 1.17
73 O -2.56 -2.38 1.44
74 H -3.15 0.73 0.59
75 H -3.42 1.45 1.85
76 O -3.32 0.54 1.56
77 H 3.20 -4.07 -1.95
78 H 3.33 -2.71 -2.58
79 O 3.87 -3.44 -2.27
80 H 1.12 -2.60 -3.05
81 H 0.32 -3.20 -4.23
82 O 1.08 -2.65 -4.01
83 H -0.05 0.01 4.57
84 H 0.81 -0.01 3.23
85 O 0.68 -0.44 4.12
86 H 2.21 0.10 -0.27
87 H 1.92 -0.20 -1.70
88 O 2.48 0.38 -1.17
89 H -1.27 -5.44 -1.23
90 O -0.47 -5.71 -0.78
91 H 1.71 4.71 -3.58
92 H 0.54 4.85 -4.79
93 O 0.81 4.79 -3.88
94 H -2.63 -5.45 2.46
95 H 3.80 5.33 -0.55
96 H 0.69 -2.47 4.29
97 H -1.60 1.73 -0.10
98 H -3.75 0.80 4.76
99 H -0.57 -6.66 -0.75
100 O 2.08 1.20 -5.48
101 H 2.04 1.27 -4.53
102 H 2.52 2.00 -5.73
103 O -0.44 3.17 2.02
104 H -0.83 3.54 2.84
105 H 0.33 2.88 2.52
106 O 5.02 -2.26 1.70
107 H 4.99 -1.85 0.84
108 H 4.64 -3.14 1.67
109 O -3.67 1.07 -4.72
110 H -4.23 0.26 -4.78
111 H -2.78 0.74 -4.89
112 O -3.01 3.33 2.79
113 H -2.11 3.47 3.12
114 H -3.50 2.64 3.25
115 O 3.25 -4.71 1.35
116 H 2.79 -5.55 1.28
117 H 3.34 -4.37 0.46
118 O -1.67 0.01 3.39
119 H -1.08 0.71 3.10
120 H -1.77 -0.63 2.68

Atom charges from the Löwdin analysis, given in e for atoms 1 to 4: number 1, H, carries 0.03; number 2, H, carries 0.04; number 3, O, carries -0.06; number 4, H, carries 0.06

<three>
Here is 40 unconnected molecules or ions with the total composition H80O40 from the OMol25 dataset. Energies are from wB97M-V/def2-TZVPD.

## Properties
- HOMO level: -10.501 eV
- HOMO-LUMO gap: 9.82 eV
- Total charge: 0

Atoms and positions in Å:
1 H -1.63 -2.67 3.52
2 H -2.76 -3.22 2.77
3 O -2.60 -2.62 3.52
4 H -1.34 6.55 0.18
5 H -1.97 5.63 -1.08
6 O -2.04 6.33 -0.43
7 H -0.68 -1.10 2.83
8 H 0.76 -0.41 2.80
9 O -0.02 -0.59 3.36
10 H -5.14 -0.32 0.70
11 H -4.96 -1.67 0.99
12 O -5.64 -0.97 1.24
13 H -3.94 2.79 -1.17
14 H -4.08 4.29 -0.81
15 O -3.53 3.66 -1.29
16 H 0.39 -5.60 0.27
17 O 1.09 -5.77 -0.36
18 H -2.56 -5.19 2.47
19 O -2.40 -4.73 1.64
20 H 0.19 -4.84 -2.30
21 H 1.19 -3.56 -2.53
22 O 0.30 -3.90 -2.43
23 H -4.52 3.99 3.49
24 H -5.20 3.05 2.56
25 O -4.31 3.28 2.86
26 H 0.06 -2.34 -6.54
27 H -0.32 -2.89 -5.05
28 O -0.42 -2.21 -5.72
29 H -3.73 0.38 -1.41
30 H -4.66 0.57 -2.49
31 O -4.33 1.08 -1.72
32 H -4.24 -1.80 -2.45
33 O -5.14 -1.66 -2.80
34 H 5.89 -0.34 -3.23
35 H 4.36 -0.36 -3.47
36 O 5.21 -0.52 -3.88
37 H 0.61 -0.15 6.52
38 H -0.31 -1.37 6.26
39 O 0.25 -0.95 6.91
40 H 1.65 3.57 4.58
41 H 1.33 2.17 5.06
42 O 1.95 2.66 4.50
43 H 1.50 2.10 -3.26
44 H 2.52 1.17 -3.08
45 O 2.02 1.50 -3.84
46 H -3.07 2.97 4.93
47 H -1.68 3.12 5.43
48 O -2.51 3.64 5.33
49 H 5.24 -1.19 0.76
50 H 4.03 -0.81 1.59
51 O 4.29 -1.36 0.83
52 H 2.01 -0.99 -1.19
53 O 1.40 -0.24 -1.32
54 H 2.65 5.04 2.61
55 H 2.32 3.60 2.50
56 O 3.05 4.20 2.38
57 H -1.88 1.13 4.57
58 O -1.06 1.37 5.06
59 H 3.63 -2.65 -4.99
60 H 4.57 -2.23 -3.80
61 O 3.97 -2.93 -4.14
62 H -0.82 -1.55 0.63
63 H -0.83 -2.93 1.24
64 O -1.08 -2.01 1.44
65 H 1.59 1.68 1.63
66 H 1.61 0.56 0.62
67 O 1.53 0.72 1.58
68 H -0.10 4.14 1.61
69 H 0.67 5.08 0.72
70 O 0.68 4.78 1.64
71 H 0.46 3.80 -4.29
72 H 1.88 4.23 -4.85
73 O 1.36 4.09 -4.06
74 H 1.17 3.66 -1.49
75 H 2.45 2.68 -1.35
76 O 1.48 2.76 -1.45
77 H 3.95 -4.45 1.22
78 H 3.03 -5.41 0.45
79 O 3.95 -5.13 0.54
80 H 4.39 -0.05 -0.89
81 H 4.67 1.30 -1.47
82 O 4.97 0.39 -1.52
83 H -3.20 1.46 0.51
84 H -3.02 0.42 1.77
85 O -2.77 0.69 0.87
86 H 2.47 -3.76 -0.94
87 H 2.93 -2.57 -0.07
88 O 2.28 -2.84 -0.73
89 H -2.46 3.74 1.95
90 O -1.54 3.65 2.24
91 H -2.99 -1.88 1.12
92 H -2.81 -1.66 -0.34
93 O -3.47 -2.03 0.29
94 H 0.81 -0.68 -2.04
95 H 1.29 -6.67 -0.65
96 H -0.62 0.76 4.40
97 H -2.87 -5.21 0.96
98 H -5.50 -1.78 -1.91
99 H -1.53 3.44 3.18
100 O 0.77 -3.49 3.66
101 H 1.62 -3.89 3.81
102 H 0.63 -2.59 3.96
103 O -0.66 1.50 -1.03
104 H -1.26 1.69 -0.30
105 H 0.17 1.57 -0.56
106 O 1.63 -4.90 -4.38
107 H 1.23 -4.87 -5.24
108 H 1.59 -5.69 -3.85
109 O -1.64 -1.04 -1.54
110 H -1.52 -1.45 -2.41
111 H -0.78 -0.75 -1.22
112 O -1.60 3.67 -4.06
113 H -1.60 2.71 -4.21
114 H -1.37 3.81 -3.14
115 O 3.83 2.63 -0.13
116 H 3.57 2.53 0.79
117 H 3.40 3.48 -0.28
118 O 0.35 -1.27 -3.37
119 H 1.00 -2.00 -3.35
120 H 0.91 -0.79 -4.01

Atom charges from the Löwdin analysis, given in e for atoms 1 to 4: number 1, H, carries 0.00; number 2, H, carries -0.01; number 3, O, carries -0.05; number 4, H, carries 0.03

<four>
Here is 40 unconnected molecules or ions with the total composition H80O40 from the OMol25 dataset. Energies are from wB97M-V/def2-TZVPD.

## Properties
- HOMO level: -9.249 eV
- HOMO-LUMO gap: 8.57 eV
- Total charge: 0

Atoms and positions in Å:
1 H 0.88 -4.52 4.51
2 H -0.60 -4.31 4.95
3 O 0.34 -4.40 5.28
4 H 0.31 1.46 6.42
5 H 0.81 0.10 6.61
6 O 1.05 0.98 6.79
7 H 4.44 -2.54 -0.32
8 H 4.83 -3.26 0.75
9 O 5.23 -3.17 -0.15
10 H 0.18 -5.20 -3.80
11 H -0.02 -5.41 -2.48
12 O 0.61 -4.92 -2.99
13 H -5.14 2.93 -0.79
14 H -4.41 2.53 -2.03
15 O -5.34 2.54 -1.62
16 H 0.04 1.07 -1.70
17 O -0.35 1.91 -1.20
18 H 3.05 0.91 4.01
19 O 2.60 1.79 4.14
20 H -1.27 4.53 3.24
21 H -0.76 4.20 1.64
22 O -0.91 3.99 2.58
23 H -2.48 -2.18 -2.24
24 H -2.41 -3.41 -3.07
25 O -2.11 -3.08 -2.16
26 H -2.46 2.10 -4.29
27 H -2.15 0.76 -3.80
28 O -2.52 1.55 -3.52
29 H 3.58 1.93 0.73
30 H 2.72 1.98 1.92
31 O 3.35 1.41 1.47
32 H 1.37 0.06 0.00
33 O 2.01 -0.45 -0.44
34 H -1.08 -5.05 2.24
35 H -0.63 -6.53 2.45
36 O -1.04 -5.77 2.87
37 H -1.27 0.93 1.85
38 H -0.04 0.51 2.26
39 O -0.55 0.40 1.51
40 H -3.21 0.14 4.66
41 H -2.45 -1.21 4.37
42 O -2.94 -0.74 5.10
43 H -3.50 -3.41 4.25
44 H -3.38 -2.40 3.29
45 O -4.00 -2.89 3.70
46 H -5.07 0.79 -1.79
47 H -4.86 -0.75 -1.99
48 O -5.04 -0.13 -1.30
49 H -1.41 -1.04 0.80
50 H -1.89 -2.23 -0.17
51 O -1.94 -1.78 0.64
52 H -6.03 -0.24 -0.14
53 O -6.53 -0.49 0.73
54 H 3.89 0.32 -2.25
55 H 3.47 -0.54 -3.32
56 O 3.14 -0.13 -2.57
57 H 0.00 5.59 -0.89
58 O -0.39 5.68 -0.09
59 H 2.04 5.22 1.14
60 H 3.33 5.16 2.08
61 O 2.91 5.70 1.41
62 H 1.14 -0.89 -2.24
63 H 0.05 -1.02 -1.39
64 O 0.23 -0.74 -2.32
65 H -4.37 3.09 1.62
66 H -3.25 4.18 1.42
67 O -3.69 3.63 2.03
68 H -3.37 3.87 -1.93
69 H -3.06 2.85 -0.54
70 O -2.99 3.66 -1.01
71 H 1.26 -1.23 1.72
72 H 1.48 -2.75 1.26
73 O 1.37 -2.17 2.01
74 H 3.61 -3.38 3.06
75 H 5.00 -2.61 2.83
76 O 4.32 -3.16 2.47
77 H 2.44 3.44 -4.99
78 H 2.96 1.97 -5.43
79 O 2.87 2.63 -4.71
80 H 6.51 0.29 -1.89
81 H 5.66 -0.63 -1.18
82 O 5.49 0.21 -1.65
83 H -0.84 -0.88 -3.58
84 H -1.21 -1.57 -4.94
85 O -1.60 -1.30 -4.07
86 H 1.21 -1.33 -5.04
87 H 0.90 -2.25 -5.99
88 O 1.01 -1.36 -5.95
89 H 1.07 3.33 2.70
90 O 1.45 3.32 1.90
91 H -0.80 -3.87 -0.89
92 H 0.48 -3.72 -1.44
93 O 0.00 -3.41 -0.77
94 H -6.75 -1.34 0.53
95 H -1.07 1.40 -0.73
96 H -0.09 6.51 0.31
97 H 2.44 1.70 5.18
98 H 2.71 0.07 -0.76
99 H 0.90 3.20 1.14
100 O -1.31 -2.36 3.35
101 H -0.50 -2.36 3.72
102 H -1.21 -2.04 2.46
103 O 5.23 3.24 -2.54
104 H 5.39 3.22 -3.42
105 H 4.71 3.79 -2.07
106 O -2.57 1.26 3.21
107 H -3.02 1.03 2.40
108 H -2.80 2.19 3.41
109 O -0.61 4.43 -3.15
110 H -0.93 4.64 -4.02
111 H -0.64 3.54 -2.94
112 O 3.12 -4.87 -1.58
113 H 3.42 -4.05 -0.98
114 H 2.65 -5.23 -0.91
115 O -3.75 0.58 0.91
116 H -3.61 -0.26 0.44
117 H -4.74 0.51 1.25
118 O 3.77 -0.98 -5.25
119 H 4.49 -1.30 -4.69
120 H 3.43 -1.75 -5.72

Atom charges from the Löwdin analysis, given in e for atoms 1 to 4: number 1, H, carries 0.00; number 2, H, carries 0.05; number 3, O, carries -0.07; number 4, H, carries 0.04

What is the stability order? It is <two>, <three>, <four>, <one>, from most stable to least stable.